# 1
Below is an isolated molecule of C6H6 at a distorted geometry, with properties calculated with ωB97M-V/def2-TZVPD.

Geometry as XYZ:
```
12
Properties=species:S:1:pos:R:3:forces:R:3
C -0.090 -1.512 0.764 -0.55 0.24 -1.66
C -2.700 0.290 0.038 -1.40 0.41 0.81
C 0.308 -1.552 -0.477 0.61 1.51 0.39
C -1.763 -0.158 -0.688 0.93 -0.10 -3.49
C -0.376 -0.232 -0.126 1.33 -1.59 1.97
C 0.374 1.105 0.116 1.61 -4.04 3.51
H -0.401 -2.128 1.613 0.42 0.62 -0.22
H 0.868 -1.872 -1.356 -0.40 -0.46 0.57
H -1.832 -0.369 -1.834 -0.32 0.37 2.17
H 0.206 1.701 -0.630 -1.24 3.61 -4.38
H 1.475 0.987 0.134 -0.48 -0.44 0.04
H 0.145 1.628 1.034 -0.51 -0.14 0.29
```
Positions in Å, forces in eV/Å.

* highest occupied orbital energy: -9.72 eV
* gap between HOMO and LUMO: 9.59 eV
* ΔE to the lowest compared entry with this formula, charge and spin: 706.38 kJ/mol
* net charge: 0

# 2
Below is an isolated molecule of C8H15N3O5 at a distorted geometry, with properties calculated with ωB97M-V/def2-TZVPD.

Geometry as XYZ:
```
31
Properties=species:S:1:pos:R:3:forces:R:3
N -2.885 -1.831 0.230 -0.49 -0.71 0.12
C -3.498 -0.858 -0.521 1.77 0.79 2.57
O -4.657 -0.773 -0.783 -1.83 -0.74 -0.83
C -2.597 0.351 -0.797 0.11 -0.14 -0.03
C -2.182 1.258 0.380 -0.70 -0.44 0.97
C -0.690 1.646 0.688 0.05 1.41 -0.12
N -0.089 2.722 -0.129 0.65 -3.25 -2.25
C 0.197 0.407 0.692 -4.05 -2.70 2.34
O -0.433 -0.647 1.141 2.65 2.22 -1.36
N 1.437 0.473 0.320 1.98 0.59 -1.05
C 2.474 -0.562 0.289 -1.09 -0.62 -0.02
C 1.935 -1.852 -0.456 1.26 0.04 -0.28
O 1.267 -2.679 0.431 -0.92 0.10 0.07
C 3.731 0.051 -0.259 0.31 1.23 -0.38
O 3.890 1.234 -0.502 -0.42 -1.04 0.08
O 4.701 -0.850 -0.406 0.71 0.26 -0.58
H -3.417 -2.595 0.691 0.48 1.14 -0.76
H -2.002 -1.544 0.649 -0.20 -0.29 -0.08
H -3.274 0.953 -1.375 0.34 0.13 -1.06
H -1.730 -0.027 -1.290 0.66 0.03 -1.02
H -2.753 2.166 0.179 0.35 0.30 0.54
H -2.656 0.757 1.246 0.57 0.67 0.10
H -0.630 2.176 1.685 -0.34 -1.39 -0.48
H -0.091 2.413 -1.167 -0.38 1.60 2.20
H -0.475 3.591 0.133 -0.52 1.07 -0.59
H 1.775 1.344 -0.090 -0.36 0.24 0.38
H 2.709 -0.810 1.321 0.04 -0.47 0.15
H 1.266 -1.449 -1.257 0.57 -0.53 0.22
H 2.770 -2.503 -0.856 -0.78 1.21 0.13
H 0.450 -2.180 0.655 0.26 -0.29 0.42
H 5.458 -0.384 -0.843 -0.67 -0.42 0.57
```
Positions in Å, forces in eV/Å.

* highest occupied orbital energy: -9.40 eV
* gap between HOMO and LUMO: 9.73 eV
* SMILES string: NC(=O)CC[C@H](N)C(=O)N[C@@H](CO)C(=O)O
* ΔE to the lowest compared entry with this formula, charge and spin: 102.77 kJ/mol
* net charge: 0

# 3
Below is an isolated molecule of C3H4N2OS at a distorted geometry, with properties calculated with ωB97M-V/def2-TZVPD.

Geometry as XYZ:
```
11
Properties=species:S:1:pos:R:3:forces:R:3
O 2.289 0.043 -1.130 -0.94 0.23 -0.25
N 1.084 -0.075 -0.473 -0.79 0.19 -1.63
C 0.803 -0.896 0.506 0.30 -1.52 2.16
C -0.534 -0.667 0.812 -0.50 -0.06 0.68
C -0.934 0.331 -0.057 0.10 -0.63 -1.82
S -2.508 1.055 -0.269 -0.29 0.51 0.93
N 0.008 0.564 -0.985 1.45 0.97 1.31
H 1.964 0.645 -1.829 0.71 -0.07 -0.13
H 1.536 -1.576 0.988 -0.59 0.79 -0.63
H -1.252 -1.118 1.490 0.75 -0.12 0.17
H -2.455 1.693 0.947 -0.21 -0.29 -0.78
```
Positions in Å, forces in eV/Å.

* highest occupied orbital energy: -8.96 eV
* gap between HOMO and LUMO: 9.87 eV
* SMILES string: On1ccc(S)n1
* ΔE to the lowest compared entry with this formula, charge and spin: 287.80 kJ/mol
* net charge: 0

# 4
Below is a structure of composition C5H6O at a distorted geometry, with properties calculated with ωB97M-V/def2-TZVPD.

Geometry as XYZ:
```
12
Properties=species:S:1:pos:R:3:forces:R:3
C 0.166 -1.240 -0.046 -1.52 1.44 0.28
C 0.710 0.003 -0.766 0.35 0.24 -0.19
O -0.595 0.246 -1.370 0.38 0.35 -0.34
C -1.109 -0.088 -0.080 0.86 -2.03 0.24
C -0.501 0.937 0.846 0.57 0.30 -0.12
C 0.745 1.034 0.363 -0.50 0.04 0.22
H 0.082 -2.091 -0.697 -0.45 -0.35 -0.32
H 0.544 -1.505 0.932 0.18 0.07 0.13
H 1.526 -0.042 -1.488 -0.09 0.03 0.11
H -2.174 -0.311 -0.061 0.16 -0.08 0.07
H -0.979 1.428 1.682 0.06 -0.02 -0.09
H 1.584 1.629 0.684 -0.01 0.02 -0.01
```
Positions in Å, forces in eV/Å.

* highest occupied orbital energy: -9.38 eV
* gap between HOMO and LUMO: 10.54 eV
* ΔE to the lowest compared entry with this formula, charge and spin: 254.82 kJ/mol
* net charge: 0

# 5
Below is a structure of composition C18H43F6NO6S2Si2Sr at a distorted geometry, with properties calculated with ωB97M-V/def2-TZVPD.

Geometry as XYZ:
```
79
Properties=species:S:1:pos:R:3:forces:R:3
O 1.227 1.274 -1.062 -1.36 0.70 -1.02
O -1.729 -1.105 -3.972 -0.14 -0.15 -0.50
C 0.418 2.524 -1.485 0.78 -0.86 -0.10
C 1.392 3.655 -1.750 1.14 0.36 0.18
H -0.245 2.847 -0.659 0.25 -0.74 -0.30
H -0.176 2.283 -2.377 0.08 -0.09 0.48
H 1.881 3.921 -0.794 0.05 -0.30 -0.46
H 0.934 4.614 -2.071 -0.15 -0.82 -0.08
H 2.193 3.365 -2.482 -0.78 0.29 0.65
C 1.216 0.097 -1.959 0.01 0.40 0.35
C 1.200 0.494 -3.410 -0.44 0.13 -0.72
H 0.333 -0.536 -1.724 0.30 0.29 -0.10
H 2.120 -0.523 -1.766 -0.46 0.90 0.29
H 0.158 0.518 -3.750 0.27 0.31 -0.15
H 1.678 -0.270 -4.032 0.09 0.14 0.16
H 1.701 1.468 -3.580 -0.21 -0.65 0.07
C -1.527 -2.434 -3.467 -0.30 0.38 0.35
C -3.084 -0.621 -4.075 0.28 -0.09 1.05
C -0.419 -3.167 -4.202 0.06 0.18 -0.17
H -2.478 -2.980 -3.516 0.19 -0.08 -0.13
H -1.270 -2.363 -2.399 -0.04 0.02 -0.06
H -0.682 -3.295 -5.245 -0.05 0.00 -0.25
H -0.244 -4.161 -3.785 -0.18 0.04 0.15
H 0.542 -2.643 -4.170 -0.23 0.12 0.10
C -3.559 -0.330 -5.479 0.37 -0.33 0.04
H -3.145 0.295 -3.466 0.10 -0.20 -0.17
H -3.752 -1.347 -3.587 0.05 0.12 -0.15
H -2.894 0.331 -6.021 0.23 0.17 0.02
H -4.536 0.135 -5.438 -0.27 0.09 0.04
H -3.638 -1.251 -6.037 -0.07 -0.28 -0.29
H -2.509 1.957 -0.008 0.61 0.09 -0.52
Sr 1.189 0.428 1.270 -1.26 0.01 0.20
C -2.767 1.098 -0.641 0.80 -0.89 0.18
Si -3.822 0.232 0.686 -0.12 0.07 -0.58
H -3.127 1.464 -1.635 -0.05 -0.53 1.06
H -1.908 0.386 -0.800 -0.23 1.06 -0.03
C -5.344 1.324 0.462 -0.38 -0.20 0.39
C -3.002 0.400 2.405 -0.06 0.35 -0.24
C -3.933 -1.644 0.400 -0.42 -0.17 0.03
C 3.404 1.334 1.055 0.30 0.05 0.34
Si 4.059 -0.394 0.771 1.03 2.26 0.33
H 3.529 1.805 2.060 0.24 -0.53 -0.57
H 3.533 2.089 0.257 0.04 -0.56 0.32
C 5.030 -0.320 -0.836 0.25 -0.20 -0.21
C 2.849 -1.833 0.558 -0.72 -0.64 -0.09
C 5.079 -0.855 2.257 0.28 -0.35 0.13
H -3.406 -1.963 -0.510 -0.17 0.16 0.09
H -4.970 -2.040 0.341 0.60 0.22 0.06
H -3.421 -2.135 1.245 -0.30 0.10 -0.28
H -5.034 2.357 0.656 0.05 -0.08 0.10
H -6.167 1.102 1.141 -0.13 0.04 0.02
H -5.734 1.328 -0.565 0.18 -0.27 0.21
H -2.286 1.236 2.467 -0.48 -0.14 -0.06
H -2.436 -0.487 2.735 -0.37 0.21 -0.28
H -3.788 0.590 3.158 0.33 -0.06 -0.21
H 3.458 -2.646 0.118 -0.33 0.30 0.15
H 2.030 -1.648 -0.162 0.27 -0.33 0.12
H 2.396 -2.226 1.489 0.36 0.18 -0.47
H 5.748 -1.693 2.019 -0.02 0.07 0.26
H 4.430 -1.133 3.101 0.27 0.06 -0.27
H 5.673 0.020 2.548 -0.04 -0.27 -0.05
H 5.828 -1.077 -0.830 -0.15 0.15 -0.20
H 5.486 0.677 -0.919 -0.06 -0.33 0.04
H 4.407 -0.473 -1.731 0.18 -0.03 0.20
F 1.844 -3.534 4.611 -0.47 1.03 0.36
C 1.455 -2.457 5.333 0.38 -0.70 0.82
F 0.503 -2.849 6.200 0.62 0.45 -0.76
F 2.521 -2.009 6.023 -0.88 -0.23 -0.58
S 0.844 -1.121 4.182 0.52 1.06 -0.39
O 1.990 -0.921 3.284 -0.72 -0.42 0.53
O -0.374 -1.540 3.511 0.69 -0.06 0.54
N 0.718 0.136 5.149 -0.92 -0.41 -0.64
S -0.187 1.354 4.608 0.31 -0.49 0.97
O -0.041 1.554 3.157 -0.20 0.02 0.82
O -1.493 1.416 5.204 0.74 0.17 -0.69
C 0.828 2.726 5.363 0.94 0.40 -0.04
F 0.987 2.578 6.694 -0.30 0.11 -1.31
F 2.053 2.688 4.765 -1.17 0.22 0.68
F 0.256 3.924 5.110 0.41 -1.04 0.22
```
Positions in Å, forces in eV/Å.

* highest occupied orbital energy: -6.65 eV
* gap between HOMO and LUMO: 6.82 eV
* net charge: 0

# 6
Below is an isolated molecule of C4H7NS at a distorted geometry, with properties calculated with ωB97M-V/def2-TZVPD.

Geometry as XYZ:
```
13
Properties=species:S:1:pos:R:3:forces:R:3
C 1.660 0.987 -0.408 1.32 1.14 0.03
C 0.919 -1.420 0.453 -1.39 0.92 0.99
C -0.522 0.480 0.256 2.39 -1.32 0.77
C -1.826 0.211 -0.414 -0.85 0.04 2.06
N 0.444 1.233 -0.304 -0.78 0.59 -0.76
S 2.368 -0.602 -0.035 -0.32 0.33 0.43
H 2.365 1.822 -0.655 -0.54 -1.00 0.01
H 0.634 -1.574 1.544 0.90 0.10 -1.60
H 0.815 -2.255 -0.227 -0.66 -0.26 0.31
H -0.449 0.659 1.337 -0.69 -0.44 -0.25
H -2.464 -0.312 0.406 0.78 0.79 -1.80
H -1.661 -0.421 -1.274 -0.29 -0.05 -0.24
H -2.283 1.194 -0.679 0.13 -0.83 0.04
```
Positions in Å, forces in eV/Å.

* highest occupied orbital energy (alpha / beta): -8.15 / -8.15 eV
* gap between HOMO and LUMO (alpha / beta): 8.92 / 8.92 eV
* ΔE to the lowest compared entry with this formula, charge and spin: 286.72 kJ/mol
* net charge: 0

# 7
Below is a cluster of 2 separate species, Cl3HOSi in total at a distorted geometry, with properties calculated with ωB97M-V/def2-TZVPD.

Geometry as XYZ:
```
6
Properties=species:S:1:pos:R:3:forces:R:3
O 0.400 -0.188 -1.494 0.83 -0.33 0.19
Si -0.843 0.053 -2.295 0.00 1.22 0.75
Cl -2.097 1.546 -1.856 -0.26 0.03 -0.10
Cl -1.311 -0.760 -3.988 -0.46 -0.81 -1.32
Cl -0.924 0.094 1.112 -2.33 -0.51 2.48
H -0.043 0.323 0.314 2.22 0.40 -2.00
```
Positions in Å, forces in eV/Å.

* highest occupied orbital energy: -11.13 eV
* gap between HOMO and LUMO: 10.61 eV
* SMILES string: O=[Si](Cl)Cl.Cl
* ΔE to the lowest compared entry with this formula, charge and spin: 270.85 kJ/mol
* net charge: 0

# 8
Below is a structure of composition C24H15AuBrF3N2O3S at a distorted geometry, with properties calculated with ωB97M-V/def2-TZVPD.

Geometry as XYZ:
```
50
Properties=species:S:1:pos:R:3:forces:R:3
Au 0.009 0.000 -0.754 -0.78 1.18 -1.35
Br 5.373 4.129 2.327 0.02 -0.02 0.00
C 4.300 2.971 1.280 -0.32 0.29 0.13
C 4.878 1.855 0.663 -0.30 0.31 0.17
C 4.091 1.027 -0.082 -0.45 -0.20 -0.42
C 2.693 1.246 -0.277 0.61 1.39 1.18
O 2.066 0.422 -1.019 -1.47 -1.93 -1.10
C 2.133 2.413 0.355 0.33 -0.81 -0.10
C 0.773 2.805 0.259 0.05 0.10 0.05
N -0.135 2.195 -0.419 0.82 -1.15 0.38
C -1.424 2.649 -0.534 -0.93 0.82 -0.13
C -1.759 3.989 -0.646 0.34 -0.65 0.01
C -3.097 4.390 -0.700 -0.45 -0.11 0.15
C -4.108 3.466 -0.651 0.17 0.21 -0.09
C -3.812 2.087 -0.635 0.46 -0.17 0.06
C -4.795 1.080 -0.703 0.19 -0.33 0.06
C -4.419 -0.237 -0.702 -0.14 0.37 -0.07
C -3.057 -0.554 -0.666 -0.04 -0.39 0.03
N -2.127 0.364 -0.637 1.29 -1.12 -0.19
C -2.454 1.671 -0.595 -0.32 1.06 0.01
C 2.961 3.234 1.137 0.53 0.05 0.16
H 5.929 1.655 0.801 0.07 -0.06 -0.05
H 4.510 0.166 -0.577 0.05 -0.18 -0.01
H 0.500 3.691 0.834 -0.07 0.13 -0.18
H -0.975 4.728 -0.716 0.08 0.02 0.06
H -3.323 5.444 -0.765 -0.06 0.03 0.01
H -5.141 3.775 -0.651 -0.13 0.05 -0.08
H -5.836 1.354 -0.767 -0.15 0.07 0.02
H -5.145 -1.030 -0.776 -0.06 -0.10 0.08
H -2.718 -1.580 -0.679 0.01 0.01 -0.06
H 2.515 4.089 1.626 0.07 0.07 0.06
S -0.363 -1.920 -2.269 0.49 1.06 0.77
C -0.040 -3.411 -1.410 -0.10 0.19 -0.08
C -1.112 -4.161 -0.927 0.08 0.15 0.12
C -0.881 -5.366 -0.294 -0.11 -0.18 0.03
C 0.415 -5.848 -0.172 -0.15 0.09 -0.07
C 1.478 -5.106 -0.665 0.12 -0.09 0.01
C 1.260 -3.890 -1.280 -0.12 -0.13 -0.08
H -2.117 -3.786 -1.055 -0.06 -0.02 0.02
H -1.715 -5.932 0.099 0.01 -0.06 -0.03
H 0.581 -6.810 0.288 0.10 -0.06 0.11
H 2.486 -5.479 -0.573 0.13 -0.06 0.04
H 2.081 -3.306 -1.664 0.09 0.07 -0.02
F 3.001 -1.538 2.241 0.05 0.03 0.00
C 1.712 -1.683 1.907 -0.31 0.65 0.49
F 1.683 -1.898 0.577 0.07 0.02 -0.19
F 1.281 -2.822 2.474 -0.12 -0.18 0.16
C 0.810 -0.428 2.373 1.52 -1.39 -0.07
O 1.168 0.072 3.411 0.03 0.50 0.66
O -0.135 -0.183 1.605 -1.12 0.48 -0.65
```
Positions in Å, forces in eV/Å.

* highest occupied orbital energy (alpha / beta): -8.05 / -8.05 eV
* gap between HOMO and LUMO (alpha / beta): 5.32 / 5.35 eV
* ΔE to the lowest compared entry with this formula, charge and spin: 130.56 kJ/mol
* net charge: 0